[1]
A molecular structure, C5H4N2S. Source: the Open Molecules 2025 dataset; level of theory: ωB97M-V/def2-TZVPD.

The total energy comes out at -19060.96570 eV. The lowest unoccupied orbital energy comes out at 0.638 eV. As for the maximum force: 0.1189 hartree/bohr.

ORCA input file:
```
! wB97M-V def2-TZVPD RIJCOSX def2/J DEFGRID3
* xyz 0 1
C -0.80 1.57 0.05
C 0.79 -1.63 0.00
C -1.96 0.80 0.01
C 0.44 0.89 -0.15
C -0.34 -0.99 -0.17
N 1.68 0.57 -0.06
N 1.89 -0.72 0.12
S -1.98 -0.92 -0.07
H -0.69 2.68 0.21
H 1.10 -2.71 0.16
H -2.92 1.38 0.18
H 2.79 -0.91 -0.28
*
```

Atom charges from the Mulliken analysis, given in e for atoms 1 to 2: -0.478, -0.105

[2]
A molecular structure, C5H4N2S. Source: the Open Molecules 2025 dataset; level of theory: ωB97M-V/def2-TZVPD.

The total energy comes out at -19061.80754 eV. The lowest unoccupied orbital energy comes out at -1.040 eV. As for the maximum force: 0.1139 hartree/bohr.

ORCA input file:
```
! wB97M-V def2-TZVPD RIJCOSX def2/J DEFGRID3
* xyz 0 1
C -0.91 1.02 1.27
C 1.05 -0.59 1.48
C -0.23 -0.75 -0.78
C 0.17 0.37 -1.46
C -0.29 -0.25 1.19
N -1.31 2.08 1.19
N 2.17 -0.82 1.50
S -0.62 -2.29 -1.02
H 0.18 0.40 -2.59
H -0.52 1.17 -1.15
H 1.24 0.60 -1.24
H -0.92 -0.95 1.60
*
```

Atom charges from the Mulliken analysis, given in e for atoms 1 to 2: 0.386, 0.369

[3]
C5H4N2S in the gas phase. Source: the Open Molecules 2025 dataset; level of theory: ωB97M-V/def2-TZVPD.

The total energy comes out at -19061.32622 eV. The lowest unoccupied orbital energy comes out at -0.012 eV. As for the maximum force: 0.1204 hartree/bohr.

ORCA input file:
```
! wB97M-V def2-TZVPD RIJCOSX def2/J DEFGRID3
* xyz 0 1
C 1.04 -1.24 0.97
C 0.30 -0.21 1.57
C -0.23 0.58 0.66
C 0.06 0.30 -0.79
N 0.72 -0.87 -1.22
N 1.22 -1.67 -0.29
C -0.88 1.22 -1.44
S -1.88 1.53 0.17
H 1.42 -1.98 1.69
H -0.12 -0.38 2.70
H -0.24 2.01 -1.83
H -1.42 0.72 -2.20
*
```

Atom charges from the Mulliken analysis, given in e for atoms 1 to 2: -0.006, -0.166

[4]
A gas-phase ion, C5H4N3O3 (charge -1). Source: the Open Molecules 2025 dataset; level of theory: ωB97M-V/def2-TZVPD.

The total energy comes out at -15864.73580 eV. The lowest unoccupied orbital energy comes out at 3.921 eV. As for the maximum force: 0.0989 hartree/bohr.

ORCA input file:
```
! wB97M-V def2-TZVPD RIJCOSX def2/J DEFGRID3
* xyz -1 1
N 0.50 -1.09 2.08
C 0.97 0.16 1.61
O 1.76 0.74 2.37
C 0.38 0.60 0.32
N -0.43 -0.18 -0.30
C -0.84 0.10 -1.50
C -0.58 1.36 -2.15
O -0.93 1.74 -3.27
N 0.27 2.22 -1.40
C 0.89 1.96 -0.26
O 1.73 2.68 0.27
H 0.41 -1.86 1.52
H 0.80 -1.35 3.05
H -1.45 -0.77 -1.90
H 0.50 3.14 -1.74
*
```

Atom charges from the Mulliken analysis, given in e for atoms 1 to 2: -0.433, 0.199